Entry from the OMol25 dataset: one molecule with the formula C5H4N4O2 at a distorted geometry (ωB97M-V with the def2-TZVPD basis set).

Charge   0
SMILES   O=c1[nH]c(O)nc2n[nH]cc12
Frontier orbital gap   9.6219 eV
E_HOMO   -8.978 eV
ΔE to the lowest compared entry with this formula, charge and spin   6.2 kcal/mol
F_max   3.57 eV/Å
E_tot   -15305.07001 eV

```
15
Properties=species:S:1:pos:R:3:forces:R:3:nbo_charge:R:1
O 0.17145 -1.90489 1.95573 -0.32 -0.19 0.22 -0.559
C 0.24342 -1.08168 1.09269 1.09 2.03 -1.69 0.693
N 1.48095 -0.94743 0.31663 0.04 -1.26 -0.52 -0.664
C 1.60471 -0.35469 -0.97083 -0.64 -2.21 1.63 0.729
O 2.62415 -0.86440 -1.71507 -0.78 2.32 -1.44 -0.657
N 0.72174 0.43012 -1.41708 0.59 1.16 -1.16 -0.543
C -0.31097 0.70053 -0.58035 -2.50 1.76 1.85 0.294
N -1.22016 1.71069 -0.72325 0.53 -1.73 -0.82 -0.257
N -2.16519 1.52129 0.23000 2.10 -1.57 0.88 -0.319
C -1.84351 0.48715 1.12352 0.93 1.67 -2.23 -0.001
C -0.63303 -0.00232 0.61931 -0.82 -0.83 0.66 -0.305
H 1.98255 -1.82080 0.46354 0.52 0.44 -0.20 0.415
H 2.60005 -0.30644 -2.59018 0.07 -1.51 2.25 0.513
H -2.94102 2.14581 0.13258 -0.33 -0.02 0.61 0.422
H -2.31515 0.28707 2.06275 -0.49 -0.06 -0.02 0.238
```
Forces are in eV/Å.